{"formula": "C46H102N2O10", "method": "ωB97M-V/def2-TZVPD", "species": ["C", "C", "N", "C", "C", "C", "C", "H", "H", "H", "H", "H", "H", "H", "H", "H", "H", "H", "H", "H", "H", "H", "C", "C", "N", "C", "C", "C", "C", "H", "H", "H", "H", "H", "H", "H", "H", "H", "H", "H", "H", "H", "H", "H", "C", "C", "C", "O", "C", "H", "H", "H", "H", "H", "H", "H", "H", "C", "C", "C", "O", "C", "H", "H", "H", "H", "H", "H", "H", "H", "C", "C", "C", "O", "C", "H", "H", "H", "H", "H", "H", "H", "H", "C", "C", "C", "O", "C", "H", "H", "H", "H", "H", "H", "H", "H", "C", "C", "C", "O", "C", "H", "H", "H", "H", "H", "H", "H", "H", "C", "C", "C", "O", "C", "H", "H", "H", "H", "H", "H", "H", "H", "C", "C", "C", "O", "C", "H", "H", "H", "H", "H", "H", "H", "H", "C", "C", "C", "O", "C", "H", "H", "H", "H", "H", "H", "H", "H", "C", "O", "H", "H", "H", "H", "C", "O", "H", "H", "H", "H"], "coordinates": [[-13.735018, -4.720375, 15.042408], [-12.575556, -3.878529, 15.608982], [-12.146611, -4.246492, 16.946345], [-13.181562, -4.191255, 17.967150], [-13.681943, -2.757580, 18.275167], [-10.820055, -3.699582, 17.235998], [-10.249723, -4.220598, 18.562041], [-14.660688, -4.689435, 15.624506], [-13.450810, -5.778237, 15.052994], [-14.006162, -4.492910, 14.011428], [-11.896886, -3.979723, 14.763321], [-12.912915, -2.839393, 15.740749], [-14.042903, -4.668939, 17.500867], [-12.918785, -4.722787, 18.879130], [-14.206475, -2.722801, 19.224958], [-12.772876, -2.147833, 18.268146], [-14.238756, -2.464860, 17.388321], [-10.951674, -2.609638, 17.326794], [-10.097677, -3.902339, 16.446310], [-10.959987, -3.967604, 19.349979], [-9.287426, -3.750134, 18.778637], [-10.014640, -5.286780, 18.564514], [-12.563458, -4.407931, 10.156578], [-13.369225, -3.301514, 10.837204], [-14.451446, -2.738078, 10.061494], [-14.042336, -2.308106, 8.721780], [-13.230464, -0.985010, 8.672070], [-15.149449, -1.771888, 10.931938], [-16.304426, -1.201336, 10.126170], [-11.908699, -4.065974, 9.349075], [-13.341480, -4.975976, 9.633424], [-11.994186, -5.067106, 10.806580], [-13.747530, -3.934793, 11.651117], [-12.732233, -2.533242, 11.304796], [-13.385318, -3.059616, 8.286064], [-14.895079, -2.228180, 8.054254], [-13.194737, -0.718667, 7.616163], [-13.824333, -0.278195, 9.261804], [-12.255711, -0.873927, 9.147922], [-14.501219, -0.982062, 11.336962], [-15.551384, -2.258548, 11.821606], [-16.031714, -0.537490, 9.302701], [-16.982440, -0.556712, 10.695537], [-16.912550, -1.996410, 9.694823], [-10.257007, -2.311284, 22.310482], [-11.770674, -2.065930, 22.067963], [-12.330352, -3.315214, 22.681450], [-11.608375, -3.415449, 23.925388], [-10.249379, -3.043237, 23.653743], [-9.714194, -1.370274, 22.375278], [-9.866192, -2.901587, 21.481560], [-12.022399, -2.024732, 21.004016], [-12.056360, -1.119117, 22.521091], [-12.147656, -4.238214, 22.122203], [-13.367036, -3.277702, 23.018686], [-9.639358, -3.949561, 23.633064], [-9.801769, -2.368787, 24.384436], [-12.036512, -7.057305, 21.104642], [-11.516472, -8.193668, 20.263591], [-10.536950, -8.906030, 21.250597], [-10.944640, -8.508487, 22.570051], [-11.467367, -7.187297, 22.502537], [-13.123462, -7.092613, 21.219824], [-11.874965, -6.074527, 20.655652], [-10.943371, -7.722063, 19.463900], [-12.220210, -8.923893, 19.876386], [-9.484611, -8.625886, 21.136101], [-10.567490, -9.989718, 21.139579], [-10.725143, -6.436709, 22.792802], [-12.308553, -7.194560, 23.198247], [-17.727053, -7.173609, 18.928582], [-16.730367, -7.995315, 18.080821], [-15.409995, -7.487477, 18.620658], [-15.611913, -7.154789, 19.978515], [-16.884922, -6.550754, 20.044017], [-18.573110, -7.763479, 19.279655], [-18.154865, -6.453426, 18.226394], [-16.814004, -7.841413, 17.004338], [-16.870596, -9.070851, 18.197874], [-14.995601, -6.586541, 18.148963], [-14.603678, -8.218956, 18.519504], [-16.802990, -5.462012, 19.913165], [-17.358757, -6.690593, 21.017077], [-5.961225, -0.247092, 17.645957], [-7.286853, 0.032201, 16.882121], [-8.268783, -0.860279, 17.616105], [-7.794692, -1.032131, 18.980021], [-6.476463, -0.507006, 19.041452], [-5.210308, 0.535525, 17.566709], [-5.506283, -1.147145, 17.221009], [-7.200044, -0.272470, 15.841737], [-7.458438, 1.096255, 17.047808], [-8.231891, -1.885581, 17.234344], [-9.319904, -0.574672, 17.616075], [-5.786949, -1.102569, 19.647201], [-6.588551, 0.411461, 19.635534], [-6.794115, -5.040598, 13.859146], [-5.806730, -4.663108, 14.953997], [-6.769475, -4.304503, 16.093271], [-7.783182, -3.585192, 15.378031], [-7.956210, -4.102116, 14.066780], [-6.969116, -6.110748, 14.007521], [-6.448816, -4.992268, 12.823198], [-5.233314, -3.761464, 14.724079], [-5.082122, -5.443369, 15.187893], [-6.318464, -3.650466, 16.836451], [-7.255843, -5.158952, 16.573360], [-7.895998, -3.238843, 13.400825], [-8.896541, -4.635293, 13.892242], [-11.418286, -8.165264, 16.405675], [-11.167556, -9.537939, 17.005501], [-10.639089, -10.372422, 15.838771], [-9.857724, -9.464016, 15.109674], [-10.400260, -8.158353, 15.206791], [-11.105735, -7.327938, 17.029952], [-12.354707, -7.881127, 15.929885], [-12.034361, -9.944061, 17.535812], [-10.425953, -9.565387, 17.807347], [-11.458351, -10.822754, 15.258081], [-9.999182, -11.209279, 16.125874], [-10.974381, -7.913193, 14.310406], [-9.626842, -7.418715, 15.406601], [-13.760641, 2.482264, 17.947088], [-13.346941, 1.025249, 17.581092], [-11.911946, 0.951935, 18.118598], [-11.826532, 1.864112, 19.174933], [-12.657160, 2.995492, 18.855761], [-14.732678, 2.414556, 18.435133], [-13.874035, 3.055279, 17.028858], [-13.501246, 0.792520, 16.527798], [-13.928995, 0.261008, 18.099625], [-11.160005, 0.958334, 17.319219], [-11.789118, -0.019442, 18.613405], [-12.047692, 3.786679, 18.403983], [-12.917975, 3.393937, 19.837643], [-9.738199, -0.881084, 12.481557], [-10.300250, 0.561678, 12.423492], [-11.796422, 0.384286, 12.657468], [-11.823421, -0.666288, 13.606718], [-10.733116, -1.550392, 13.467035], [-8.699528, -0.853224, 12.795443], [-9.905931, -1.286935, 11.481084], [-9.934277, 1.096428, 11.545564], [-9.741170, 1.027442, 13.242910], [-12.316333, 0.023533, 11.763768], [-12.218120, 1.308734, 13.046119], [-11.096745, -2.480669, 13.019705], [-10.299255, -1.676889, 14.461529], [-17.554427, -2.006136, 19.634665], [-18.061283, -2.970398, 18.674498], [-18.240429, -2.100293, 20.479836], [-16.624443, -2.430688, 20.024764], [-17.462227, -1.027830, 19.181439], [-18.471883, -3.639314, 19.226652], [-16.012179, -1.220940, 15.583510], [-16.935459, -1.376574, 14.476013], [-15.671006, -2.221347, 15.846351], [-15.214285, -0.589148, 15.196171], [-16.508892, -0.719039, 16.416673], [-17.419135, -2.176014, 14.707565]], "atomic_forces_ev_per_a": [[-0.417, -0.689, 0.707], [-2.127, 0.391, 0.034], [1.562, -1.992, -0.747], [-0.661, 0.662, -0.730], [1.430, -0.675, -0.663], [-0.609, 0.042, 1.088], [0.141, 0.353, -0.286], [0.010, 0.243, -0.029], [0.152, 0.025, -0.005], [0.233, 0.382, 0.025], [1.125, 0.355, 0.855], [0.111, 0.286, -1.079], [0.079, -0.539, 0.440], [0.221, -0.150, -0.137], [-0.232, 0.299, -0.143], [-0.296, 0.408, 0.504], [-0.503, 0.413, 0.465], [0.572, 0.223, -0.078], [-0.324, -0.019, -0.294], [0.250, -0.198, 0.288], [-0.158, 0.337, 0.030], [-0.486, -0.136, -0.132], [-0.398, 0.443, -1.675], [0.925, -1.318, 0.793], [0.307, -0.460, 0.729], [1.364, 0.478, 0.706], [-1.322, 0.256, 0.384], [-0.574, 0.168, -1.310], [-0.829, 0.852, 0.023], [0.203, 0.085, 0.231], [0.241, -0.436, 0.139], [-0.117, 0.195, 0.287], [-0.691, 0.883, 0.338], [0.086, 0.040, -0.103], [-0.351, -0.369, 0.110], [-0.195, 0.155, 0.123], [0.232, 0.491, 0.138], [-0.056, 0.436, -0.603], [0.236, -0.900, -0.224], [0.189, 0.092, -0.243], [0.108, -0.394, -0.146], [0.456, -0.236, -0.065], [0.141, -0.303, 0.394], [0.067, -0.130, 0.079], [-0.553, 0.340, -0.424], [0.744, -0.279, -1.100], [-0.217, 0.137, 1.949], [0.502, 0.181, 0.188], [0.164, -0.271, -0.500], [0.116, -0.065, -0.192], [0.188, -0.032, 0.123], [0.167, 0.191, -0.018], [-0.437, -0.258, 0.293], [-0.061, 0.223, -0.454], [-0.129, 0.019, -0.451], [0.085, -0.024, -0.056], [-0.569, -0.180, 0.541], [-1.796, 1.043, 0.037], [1.916, -0.101, 0.418], [-0.139, 0.390, 0.139], [0.237, -0.586, -0.463], [-0.330, -0.769, 0.309], [-0.013, -0.185, -0.266], [0.367, -0.088, -0.032], [-0.087, -0.537, -0.367], [-0.322, 0.319, -0.015], [-0.040, 0.259, -0.345], [-0.203, -0.038, 0.363], [0.037, -0.029, -0.119], [0.340, 0.405, 0.324], [-0.515, -0.097, -1.217], [-0.125, 0.027, 0.038], [1.251, -0.122, -0.258], [-0.127, -0.472, 0.552], [-0.645, 0.469, -0.031], [0.187, -0.115, 0.185], [-0.035, 0.390, 0.446], [-0.109, 0.328, 0.055], [0.264, 0.020, 0.408], [-0.533, 0.002, -0.516], [-0.073, -0.105, 0.396], [0.151, -0.027, -0.174], [0.382, -0.274, 0.110], [-0.598, -0.764, -0.706], [0.881, 0.042, 0.753], [0.215, -1.348, 0.528], [0.078, 0.093, -0.628], [0.199, 1.008, 1.368], [-0.173, 0.194, 0.133], [0.022, -0.091, 0.168], [-0.168, 0.430, -0.135], [-0.554, -0.003, -0.493], [-0.102, 0.198, -0.630], [0.100, 0.405, 0.144], [-0.330, -0.540, -0.190], [0.362, 0.294, -0.328], [0.982, -0.890, -0.664], [0.336, 0.255, 0.360], [-0.211, -0.033, -1.077], [-0.700, 0.510, 0.814], [0.336, -0.130, 0.053], [-0.773, 0.143, 0.065], [0.373, 0.234, 0.174], [-0.068, 0.018, -0.121], [-0.158, -0.097, 0.028], [-0.180, 0.066, 0.067], [0.357, -0.201, 0.097], [-0.134, -0.124, -0.175], [-0.237, 0.272, 0.394], [1.765, 0.872, -0.975], [-0.745, -0.719, 0.809], [-0.509, -0.241, 0.434], [0.581, 0.260, -0.545], [-0.970, -0.138, 0.617], [-0.407, -0.148, 0.391], [-0.558, -0.692, 0.708], [-0.216, -0.176, -0.507], [0.301, 0.627, -0.238], [-0.004, 0.343, -0.218], [0.043, 0.155, 0.178], [0.383, 0.105, -0.282], [0.310, -0.175, -0.377], [-0.699, -0.858, -0.258], [0.101, 0.259, 0.307], [-0.454, -2.089, 0.021], [0.059, 0.792, -0.512], [0.919, 0.062, 0.661], [0.026, 0.406, 0.082], [0.038, 0.238, 0.143], [0.462, 0.185, -0.109], [-0.210, 0.324, 0.239], [0.180, 0.875, 0.162], [0.220, -0.061, -0.239], [-0.028, -0.155, -0.357], [-0.602, -0.038, -0.169], [-1.455, 0.595, -0.460], [1.567, -0.296, 0.198], [1.416, -0.300, -0.183], [-1.087, 0.428, 0.839], [0.726, 0.337, -0.614], [0.046, -0.415, -0.143], [0.573, -0.428, 0.097], [-0.543, -0.092, -0.259], [-0.890, 0.556, 0.298], [-0.019, 0.447, -0.222], [-0.445, -0.272, 0.172], [0.138, -0.202, 0.411], [-0.028, -0.400, -0.082], [-0.373, -2.171, 0.300], [0.172, 0.572, -0.037], [-0.026, 1.087, 0.085], [0.387, 0.677, -0.194], [-0.035, 0.033, 0.114], [-0.088, -0.221, -0.308], [-0.654, 0.100, -1.112], [0.226, -0.184, 0.647], [0.368, 0.236, 0.327], [0.209, -0.178, 0.252], [0.117, -0.134, 0.139], [-0.278, 0.135, -0.323]], "mulliken_charge": [-1.10, 0.24, 0.93, 0.20, 0.47, 0.61, -0.84, 0.28, 0.07, 0.04, -0.06, 0.22, -0.19, -0.33, 0.53, -0.53, -0.57, -0.17, -0.26, -0.28, 0.47, 0.19, -1.70, 0.12, 0.09, -0.69, -0.95, 0.29, -1.57, 0.33, 0.45, 0.37, -0.07, 0.23, 0.42, 0.43, 0.38, 0.23, 0.21, -0.21, 0.46, 0.32, 0.42, 0.37, -0.21, 0.00, 0.29, -0.47, -0.57, 0.40, -0.10, -0.26, 0.39, -0.37, 0.37, 0.31, 0.30, 1.29, 0.49, -0.75, -0.49, -0.47, -0.06, -1.16, -0.38, 0.21, 0.32, 0.33, 0.23, 0.36, -0.48, -0.67, 0.74, -0.35, -0.09, 0.33, 0.23, 0.37, 0.27, -0.54, 0.08, -0.16, 0.34, -0.57, -0.29, 1.62, -0.35, -0.63, 0.41, 0.12, 0.24, 0.34, -0.97, -0.53, 0.30, 0.31, -0.79, -0.63, -0.41, -0.15, 0.12, 0.19, 0.43, 0.27, 0.40, 0.17, 0.24, 0.14, 0.00, 0.81, -0.41, -0.65, -0.49, -0.23, -0.58, 0.03, 0.42, 0.14, 0.26, 0.37, 0.27, 0.09, -0.63, 0.50, 0.58, -0.45, -0.50, 0.30, 0.31, -0.02, -0.12, -0.09, -0.37, 0.23, 0.32, -0.51, -0.91, -0.13, -0.18, 0.06, 0.36, 0.24, 0.42, 0.31, -0.21, 0.36, -0.01, 0.20, -0.50, -0.46, 0.39, 0.15, 0.19, 0.25, 0.11, -0.58, -0.05, -0.03, 0.24, 0.32], "homo_ev": -7.96, "smiles": "CCN(CC)CC.CCN(CC)CC.C1CCOC1.C1CCOC1.C1CCOC1.C1CCOC1.C1CCOC1.C1CCOC1.C1CCOC1.C1CCOC1.CO.CO"}